Molecular formula: C26H66N4O10
Method: DFT, the ωB97M-V functional and the def2-TZVPD basis

Its HOMO-LUMO gap is 0.34674 Ha. Its energy above the lowest of the compared OMol25 structures with the same formula, charge and spin is 1007.8 kJ/mol. The spin multiplicity is 1. Its LUMO energy is 0.59 eV.

Last column: Löwdin charge in e.
CARTESIAN COORDINATES (ANGSTROEM)
1 H -4.1214 -0.5773 0.9090  0.1583
2 H 4.0715 -1.5162 -0.6843  0.0819
3 H 2.6228 -0.7627 -2.4856  0.1009
4 C -2.2620 -0.8244 -0.9577  -0.1673
5 C 0.6041 1.2439 0.4085  -0.2325
6 O 0.6331 5.8438 -0.5519  -0.1432
7 H -4.9974 -2.8538 4.7307  0.0923
8 C -3.3505 -1.4187 1.0194  -0.2074
9 C -4.1396 -2.2972 4.2930  -0.1261
10 H -0.0298 4.3918 -1.7849  0.1003
11 H -1.1230 -2.4297 -4.9252  0.0809
12 N -0.0477 2.2912 -0.2609  -0.0488
13 N -3.4241 0.0499 -4.4664  -0.0599
14 H 7.7807 -3.4050 7.2419  0.0787
15 C 5.3034 -1.7029 7.2813  -0.1606
16 H -1.5120 -0.0368 -1.2167  0.1087
17 H -5.9102 -2.5356 -1.7978  0.0804
18 H -2.9843 -0.7192 -3.9650  0.0666
19 H -1.5456 3.8427 -3.9755  0.0656
20 H -0.1334 -3.0355 -3.7156  0.0572
21 C -1.6522 1.3253 -5.3539  -0.1852
22 H 0.6544 6.3558 -2.5994  0.0787
23 H -1.8397 -3.6661 -3.8533  0.1229
24 H 0.6795 -0.2890 -4.2575  0.0329
25 H 0.6778 7.6674 -1.5022  0.0751
26 H 3.6407 -0.2985 2.7070  0.0979
27 H -1.4719 -0.4898 0.9379  0.0399
28 H -2.6344 -0.8047 2.8526  0.1082
29 H 2.9261 -1.4910 0.6407  0.0837
30 H 2.4945 1.7270 -1.6836  0.1229
31 H -2.2848 -2.4879 2.6219  0.1539
32 O -4.3561 -1.8753 2.9526  -0.1401
33 O 1.0106 2.1303 -2.9636  -0.1249
34 H 0.2648 1.8248 2.6871  0.1261
35 H 1.7425 -1.2887 3.5909  0.0786
36 H 0.2940 3.7866 1.1875  0.0901
37 C 0.2742 6.6902 -1.6556  -0.0870
38 H 3.5712 -2.0721 2.5315  0.1285
39 O -0.6554 2.3511 -5.0912  -0.2201
40 H -0.8378 6.8115 -1.6831  0.1049
41 H 6.6159 -1.9374 5.6504  0.1022
42 N 4.6362 -1.4709 4.9164  -0.0616
43 H -3.3716 2.2119 -4.3764  0.1295
44 C -3.0802 -1.6878 2.4602  -0.2913
45 H 6.0526 -1.8185 3.2558  0.1696
46 H -6.6915 -3.2839 -3.0476  0.0736
47 H 6.0897 -0.3004 5.7513  0.1087
48 H -4.6552 0.2562 -2.7153  0.1087
49 N -2.0082 -1.1895 0.4855  -0.0255
50 H 5.3460 -0.1181 3.6925  0.1169
51 H -3.9996 -1.4939 4.9948  0.0771
52 H 4.8513 -0.7718 7.6954  0.1204
53 H 0.6897 2.0068 -3.8807  0.0634
54 C 2.1701 1.3199 -2.7237  -0.2071
55 H 3.3748 0.0475 -0.2154  0.0667
56 O -6.4104 -1.1517 -3.1817  -0.1524
57 C 5.1372 -1.1707 3.5606  -0.2220
58 H 2.9297 1.6356 -3.5187  0.1495
59 C -5.2031 -1.3290 -3.8039  -0.2692
60 H -0.6004 4.5175 -5.3983  0.1050
61 H -7.5831 -2.2924 -1.8922  0.1026
62 H 0.8197 -0.3596 -2.3036  0.1174
63 H 1.5886 3.6630 -0.0003  0.1340
64 H 1.7256 1.4194 0.2750  0.1128
65 H 0.2717 2.0781 -1.1997  0.0575
66 C -1.1079 -2.7895 -3.9240  -0.0755
67 H -3.6253 -2.2826 0.5352  0.0937
68 C -0.0482 4.6904 -0.7518  -0.2900
69 O 1.0040 -0.1280 2.2325  -0.2200
70 C -2.6981 1.3094 -4.3128  -0.2272
71 C 1.2536 -0.3296 3.5681  -0.1469
72 H -1.1128 0.4175 -5.2980  0.0953
73 C -2.0585 -2.0493 -1.7891  -0.2229
74 C -6.6967 -2.3622 -2.5480  -0.1235
75 O 4.7245 -0.9560 1.1610  -0.1577
76 H 7.4255 -3.8380 8.9604  0.1107
77 H 3.9633 -0.8668 5.3346  0.0977
78 H -2.4047 1.3215 -3.2082  0.1420
79 H -5.3191 0.8043 -4.2920  0.1281
80 H 4.4587 -2.3757 7.2051  0.1037
81 H 6.2458 -4.1295 7.7106  0.0455
82 O 6.3625 -2.1539 8.2229  -0.2076
83 H -1.0494 4.7508 -0.5027  0.0994
84 H 1.9211 0.4899 3.8874  0.0983
85 O 1.5927 -0.4449 -4.1068  -0.0544
86 H -5.1700 -1.8824 -4.8185  0.1641
87 C 0.4861 3.5885 0.1947  -0.1441
88 H 0.3908 0.2452 0.0481  0.0972
89 C 5.7534 -1.3234 5.8256  -0.2301
90 H 0.4067 -0.3453 4.2184  0.0813
91 H -0.7371 0.6065 1.9670  0.0643
92 C 4.1988 -1.1876 2.4767  -0.2687
93 H -3.3156 -3.0226 4.4694  0.0921
94 H -1.3191 -2.8246 -1.4564  0.1416
95 C 0.2112 1.0354 1.9372  -0.1368
96 C -1.2413 3.6769 -4.9871  -0.0953
97 O -1.6778 -1.7760 -3.1261  -0.2651
98 H -2.1782 3.9059 -5.5780  0.1002
99 C 3.7299 -0.9252 0.1638  -0.1046
100 H -3.2908 -0.3915 -1.1884  0.1202
101 C 6.9676 -3.4497 7.9798  -0.0997
102 C 1.7954 -0.1415 -2.7368  -0.2164
103 H -4.6467 -1.9757 -3.1332  0.0823
104 C -4.6918 0.0870 -3.7836  -0.2160
105 H -2.9781 -2.6308 -1.8609  0.1024
106 H -2.1526 1.4175 -6.3395  0.1431